Below is a single H6N3OPS molecule in a non-equilibrium geometry, with properties calculated with wB97M-V/def2-TZVPD.

```
! wB97M-V def2-TZVPD RIJCOSX def2/J DEFGRID3
* xyz 0 1
N -2.16 -0.30 -0.11
N -0.84 -0.73 0.34
P 0.58 -0.09 -0.32
N 0.99 1.14 0.69
O 1.74 -1.10 0.25
S 0.80 -0.10 -2.24
H -2.39 0.62 0.17
H -2.09 -0.20 -1.19
H -0.96 -0.75 1.42
H 2.03 1.18 0.68
H 0.63 2.10 0.65
H 1.68 -1.77 -0.33
*
```

E = -26739.900 eV
SMILES = NN[P@@](N)(O)=S
Kohn-Sham gap = 9.69 eV
HOMO level = -0.3335 Eh
E_LUMO = 0.62 eV

Mulliken population analysis, charges in e, atoms 1 to 6: N -0.628; N -0.198; P 0.621; N -0.551; O -0.488; S -0.413

=====

Below is a molecular structure, C57H42AlBrF4OP3 in a non-equilibrium geometry, with properties calculated with wB97M-V/def2-TZVPD.

```
! wB97M-V def2-TZVPD RIJCOSX def2/J DEFGRID3
* xyz 3 1
Al -8.33 -20.12 -1.33
F -8.33 -26.65 -5.37
C -8.66 -25.60 -4.68
C -10.02 -25.28 -4.46
F -10.98 -25.98 -4.97
C -10.32 -24.20 -3.61
F -11.64 -23.96 -3.43
C -9.33 -23.35 -3.10
P -9.84 -21.86 -2.25
C -10.62 -22.40 -0.70
C -11.02 -21.30 0.21
C -11.47 -21.80 1.63
C -11.75 -23.23 1.78
C -11.33 -24.12 0.93
C -10.74 -23.69 -0.40
C -10.84 -20.97 -3.46
C -10.06 -20.40 -4.50
C -10.69 -19.86 -5.64
C -12.07 -19.86 -5.64
C -12.87 -20.44 -4.66
C -12.25 -21.01 -3.57
C -8.02 -23.77 -3.26
Br -6.55 -22.97 -2.40
C -7.70 -24.90 -4.06
F -6.44 -25.25 -4.19
H -11.74 -20.64 -0.25
H -12.28 -21.16 1.91
H -12.15 -23.59 2.71
H -11.50 -25.16 1.04
H -10.47 -24.43 -1.10
H -9.00 -20.48 -4.40
H -10.13 -19.36 -6.39
H -12.53 -19.49 -6.54
H -13.95 -20.50 -4.73
H -12.86 -21.41 -2.78
C -5.28 -13.70 -0.31
C -5.99 -14.87 0.43
C -6.04 -14.49 1.90
C -5.26 -16.18 0.30
C -3.86 -16.18 0.30
C -3.11 -17.38 0.18
C -3.76 -18.56 0.02
C -5.16 -18.59 0.03
P -6.02 -20.20 -0.18
C -4.72 -21.07 -1.01
C -3.98 -22.10 -0.36
C -2.86 -22.68 -0.98
C -2.48 -22.22 -2.24
C -3.22 -21.23 -2.89
C -4.27 -20.62 -2.24
C -6.41 -21.05 1.41
C -6.71 -22.40 1.47
C -7.08 -22.97 2.68
C -7.04 -22.27 3.84
C -6.64 -20.94 3.84
C -6.38 -20.35 2.62
C -5.89 -17.40 0.14
O -7.25 -17.50 0.10
C -7.95 -16.32 -0.23
C -9.25 -16.56 -0.64
C -10.10 -15.46 -0.86
C -9.59 -14.20 -0.69
C -8.28 -13.98 -0.29
C -7.42 -15.07 -0.06
P -9.80 -18.29 -0.66
C -11.44 -18.18 -1.38
C -11.47 -17.76 -2.70
C -12.70 -17.44 -3.27
C -13.88 -17.55 -2.50
C -13.83 -18.01 -1.22
C -12.58 -18.24 -0.62
C -9.94 -19.09 0.92
C -10.19 -18.44 2.04
C -10.32 -19.08 3.37
C -10.21 -20.41 3.44
C -10.07 -21.25 2.20
C -9.83 -20.58 0.84
H -4.31 -13.49 0.09
H -5.74 -12.74 -0.09
H -5.05 -13.99 -1.37
H -5.06 -14.11 2.20
H -6.39 -15.27 2.59
H -6.72 -13.61 2.05
H -3.25 -15.30 0.45
H -2.05 -17.33 0.26
H -3.25 -19.53 -0.15
H -4.32 -22.48 0.58
H -2.31 -23.50 -0.48
H -1.63 -22.72 -2.71
H -2.86 -20.91 -3.90
H -4.79 -19.69 -2.67
H -6.80 -22.98 0.57
H -7.42 -24.05 2.79
H -7.38 -22.78 4.75
H -6.74 -20.30 4.75
H -6.16 -19.27 2.60
H -11.12 -15.63 -1.23
H -10.21 -13.30 -0.82
H -7.95 -12.97 -0.17
H -10.67 -17.72 -3.42
H -12.78 -16.97 -4.26
H -14.84 -17.23 -2.94
H -14.72 -18.02 -0.65
H -12.54 -18.43 0.48
H -10.40 -17.39 2.05
H -10.48 -18.51 4.29
H -10.32 -20.88 4.40
H -9.50 -22.16 2.41
H -8.80 -20.93 0.45
*
```

E = -177187.543 eV
Kohn-Sham gap = 6.60 eV
HOMO level = -0.5798 Eh
E_LUMO = -9.17 eV

Mulliken population analysis, charges in e, atoms 1 to 6: Al -0.637; F -0.238; C 0.600; C 0.291; F -0.234; C 0.020

=====

Below is a single C3H4N2O2S molecule in a non-equilibrium geometry, with properties calculated with wB97M-V/def2-TZVPD.

```
! wB97M-V def2-TZVPD RIJCOSX def2/J DEFGRID3
* xyz 0 1
C 0.23 1.04 -0.85
C 0.80 2.73 -2.58
C 0.36 -0.65 0.81
N 2.20 0.73 -1.63
N 0.01 2.27 -1.50
O 0.49 3.56 -3.38
O -0.08 0.71 0.41
S 2.19 1.55 -2.92
H 0.91 -0.59 1.70
H 0.99 -0.86 -0.12
H -0.57 -1.31 0.86
H -0.64 2.97 -1.00
*
```

E = -21080.825 eV
Kohn-Sham gap (alpha / beta) = 7.09 / 7.60 eV
HOMO level (alpha / beta) = -0.2851 / -0.2876 Eh
E_LUMO (alpha / beta) = -0.67 / -0.23 eV

Mulliken population analysis, charges in e, atoms 1 to 6: C -0.031; C 0.442; C -0.467; N -0.346; N -0.028; O -0.495

=====

Below is a molecular structure, C26H37GeN4O2RhS, with properties calculated with wB97M-V/def2-TZVPD.

```
! wB97M-V def2-TZVPD RIJCOSX def2/J DEFGRID3
* xyz 0 5
Rh -0.93 0.10 0.76
C 2.30 0.74 3.31
C 0.81 0.54 3.16
C 0.27 -0.76 3.22
C 1.20 -1.93 3.40
C -1.12 -0.94 3.15
C -1.70 -2.34 3.24
C -1.97 0.17 3.02
C -3.47 0.05 3.18
C -1.41 1.46 2.84
C -2.33 2.63 2.59
C -0.03 1.64 2.96
C 0.58 3.02 2.89
H 2.56 0.89 4.37
H 2.65 1.60 2.74
H 2.86 -0.12 2.94
H 1.84 -2.04 2.52
H 0.67 -2.87 3.55
H 1.85 -1.77 4.26
H -1.63 -2.73 4.26
H -1.15 -3.02 2.58
H -2.73 -2.37 2.92
H -4.00 0.06 2.23
H -3.84 0.89 3.78
H -3.73 -0.86 3.71
H -2.60 3.14 3.52
H -3.25 2.31 2.10
H -1.85 3.36 1.93
H 1.09 3.19 1.94
H 1.33 3.14 3.68
H -0.17 3.81 3.03
N 4.72 -0.77 -5.47
C 4.13 -0.45 -4.26
C 3.97 0.89 -3.89
C 3.41 1.23 -2.67
C 3.02 0.22 -1.79
C 3.19 -1.12 -2.14
C 3.74 -1.45 -3.36
S 2.39 0.59 -0.20
O 3.03 1.80 0.26
O 2.50 -0.62 0.57
N 0.79 0.83 -0.31
C 0.18 1.80 -1.05
N 0.76 2.50 -2.03
C -0.05 3.27 -2.76
C -1.42 3.36 -2.54
C -1.90 2.65 -1.46
N -1.12 1.92 -0.69
H 4.74 -0.06 -6.18
H 4.59 -1.71 -5.81
H 4.28 1.68 -4.57
H 3.29 2.26 -2.39
H 2.90 -1.89 -1.43
H 3.88 -2.49 -3.63
H 0.43 3.84 -3.56
H -2.06 3.97 -3.16
H -2.95 2.69 -1.18
C -3.58 -1.79 -2.86
Ge -2.14 -2.19 -1.60
C -2.22 -4.12 -1.30
C -0.42 -1.71 -2.38
C -2.36 -1.21 0.04
H -3.53 -2.49 -3.70
H -3.52 -0.77 -3.25
H -4.55 -1.92 -2.37
H -2.30 -4.64 -2.26
H -3.09 -4.37 -0.69
H -1.32 -4.48 -0.78
H -0.21 -2.24 -3.32
H 0.38 -1.94 -1.66
H -0.39 -0.63 -2.57
H -3.27 -1.42 0.62
*
```

E = -107974.506 eV
Expectation value of S² = 6.014
Kohn-Sham gap (alpha / beta) = 7.65 / 7.58 eV
HOMO level (alpha / beta) = -0.2555 / -0.2929 Eh
E_LUMO (alpha / beta) = 0.69 / -0.40 eV

Mulliken population analysis, charges in e, atoms 1 to 6: Rh -0.206; C -2.524; C 1.283; C 1.535; C -2.133; C 1.186

=====

Below is 2 unconnected molecules or ions with the total composition C4H3NO2S in a non-equilibrium geometry, with properties calculated with wB97M-V/def2-TZVPD.

```
! wB97M-V def2-TZVPD RIJCOSX def2/J DEFGRID3
* xyz 0 3
C -0.74 0.57 0.06
C -0.59 -0.43 0.98
C 0.48 -0.81 -1.26
C 3.56 -0.02 -0.16
N 3.76 -0.57 -1.19
O 3.28 0.63 0.75
O 0.00 0.42 -1.05
S 0.14 -1.71 0.17
H -1.23 1.56 0.29
H -1.13 -0.53 1.96
H 3.13 -1.31 -1.42
*
```

E = -20611.028 eV
Expectation value of S² = 2.008
Kohn-Sham gap (alpha / beta) = 7.05 / 7.28 eV
HOMO level (alpha / beta) = -0.2344 / -0.3476 Eh
E_LUMO (alpha / beta) = 0.68 / -2.18 eV

Mulliken population analysis, charges in e, atoms 1 to 6: C -0.237; C -0.071; C -0.034; C 0.629; N -0.541; O -0.375

=====

Below is a molecular structure, C4H8O2, with properties calculated with wB97M-V/def2-TZVPD.

```
! wB97M-V def2-TZVPD RIJCOSX def2/J DEFGRID3
* xyz 0 1
C -1.76 -0.68 -0.10
O -0.74 -0.34 -1.01
C 0.31 0.48 -0.56
C 0.52 0.74 0.94
O 1.62 -0.17 1.00
C 1.63 -0.29 -0.43
H -1.39 -1.23 0.77
H -2.33 0.20 0.24
H -2.44 -1.34 -0.65
H 0.33 1.37 -1.19
H -0.29 0.48 1.64
H 0.85 1.77 1.14
H 1.57 -1.32 -0.78
H 2.50 0.21 -0.87
*
```

E = -8370.614 eV
Kohn-Sham gap = 10.75 eV
HOMO level = -0.3583 Eh
E_LUMO = 1.00 eV

Mulliken population analysis, charges in e, atoms 1 to 6: C -0.748; O -0.391; C 0.138; C -0.456; O -0.402; C -0.453

=====

Below is a molecular structure, C36H39BrN5O5P2Tl in a non-equilibrium geometry, with properties calculated with wB97M-V/def2-TZVPD.

```
! wB97M-V def2-TZVPD RIJCOSX def2/J DEFGRID3
* xyz 2 1
Tl 17.04 10.23 12.65
C 17.87 11.32 16.20
O 16.81 11.36 15.26
C 15.53 11.02 15.71
C 15.27 10.56 16.99
C 13.96 10.25 17.32
Br 13.72 9.24 18.93
C 12.90 10.46 16.46
C 13.18 10.85 15.17
C 14.49 11.13 14.79
O 14.85 11.48 13.47
C 12.21 10.90 14.05
N 12.37 10.40 12.86
C 11.23 10.74 12.18
C 10.79 10.33 10.89
C 9.63 10.91 10.42
C 8.92 11.95 11.14
C 9.32 12.29 12.43
C 10.46 11.61 12.94
N 11.09 11.64 14.15
H 17.72 11.99 17.09
H 18.77 11.56 15.64
H 17.92 10.35 16.73
H 16.10 10.52 17.67
H 11.91 10.17 16.76
H 14.05 11.24 12.99
H 11.40 9.70 10.24
H 9.26 10.72 9.40
H 8.09 12.39 10.68
H 8.82 13.05 13.02
H 10.92 12.20 14.98
N 17.56 13.29 12.54
C 18.48 14.11 13.32
C 19.85 13.62 13.21
O 20.58 13.20 14.07
O 20.33 13.70 11.93
H 17.43 13.70 11.57
H 16.62 13.35 12.90
H 18.21 14.08 14.36
H 18.45 15.13 13.01
N 21.57 13.11 9.80
P 21.59 12.89 11.40
C 21.40 11.15 11.80
C 21.99 10.71 12.97
C 21.78 9.40 13.34
C 20.98 8.54 12.61
C 20.45 8.99 11.41
C 20.63 10.32 11.05
C 23.16 13.55 12.08
C 24.37 12.88 11.86
C 25.55 13.49 12.26
C 25.53 14.70 12.90
C 24.34 15.37 13.12
C 23.17 14.77 12.73
C 20.49 12.94 8.85
C 20.75 13.35 7.54
C 19.74 13.27 6.63
C 18.52 12.72 6.98
C 18.43 12.30 8.30
N 19.34 12.44 9.28
H 22.31 13.60 9.32
H 22.64 11.36 13.52
H 22.36 8.99 14.16
H 20.87 7.51 12.84
H 20.02 8.32 10.72
H 20.16 10.63 10.09
H 24.38 11.85 11.46
H 26.49 13.01 12.13
H 26.50 15.15 13.13
H 24.28 16.35 13.64
H 22.23 15.22 13.04
H 21.70 13.75 7.24
H 19.94 13.56 5.62
H 17.69 12.59 6.36
H 17.54 11.86 8.69
C 16.87 5.84 14.05
P 15.89 7.18 14.80
C 16.36 7.09 16.54
C 14.17 6.74 14.87
O 16.13 8.53 14.17
H 16.82 4.90 14.62
H 17.90 6.23 13.97
H 16.49 5.54 13.08
H 16.04 6.21 17.04
H 15.94 7.97 17.04
H 17.46 7.21 16.62
H 14.08 5.68 15.17
H 13.69 6.83 13.93
H 13.63 7.37 15.59
*
```

E = -148957.081 eV
Kohn-Sham gap = 7.80 eV
HOMO level = -0.4512 Eh
E_LUMO = -4.48 eV

Mulliken population analysis, charges in e, atoms 1 to 6: Tl 1.070; C -0.877; O -0.238; C 0.398; C -0.863; C -0.778

=====

Below is 3 unconnected molecules or ions with the total composition H7O3, with properties calculated with wB97M-V/def2-TZVPD.

```
! wB97M-V def2-TZVPD RIJCOSX def2/J DEFGRID3
* xyz 0 2
O 1.65 0.51 1.70
H 2.38 0.17 1.18
H 1.90 0.50 2.63
O -1.27 -0.84 -1.75
H -1.01 -1.51 -2.40
H -1.57 -0.06 -2.28
O -0.60 0.20 0.37
H -0.76 -0.38 -0.47
H -1.00 1.13 0.17
H 0.28 0.28 0.86
*
```

E = -6252.554 eV
Expectation value of S² = 0.751
Kohn-Sham gap (alpha / beta) = 3.86 / 12.89 eV
HOMO level (alpha / beta) = -0.1235 / -0.4611 Eh
E_LUMO (alpha / beta) = 0.50 / 0.35 eV

Mulliken population analysis, charges in e, atoms 1 to 6: O -1.168; H 0.442; H 0.402; O -1.415; H 0.489; H 0.500

=====

Below is a single C10H13N3 molecule in a non-equilibrium geometry, with properties calculated with wB97M-V/def2-TZVPD.

```
! wB97M-V def2-TZVPD RIJCOSX def2/J DEFGRID3
* xyz 0 1
C 1.17 1.82 0.20
N 1.74 0.58 -0.24
C 2.00 0.65 -1.69
C 0.95 -0.59 0.24
C 1.47 -0.90 1.72
C 1.19 -1.83 -0.44
N 1.26 -2.62 -1.25
C -0.63 -0.49 0.10
C -1.53 -1.11 0.93
C -2.94 -0.81 0.73
C -3.38 0.12 -0.19
C -2.39 0.72 -0.95
N -1.10 0.41 -0.85
H 0.53 2.29 -0.63
H 0.50 1.62 1.06
H 1.84 2.57 0.38
H 2.96 1.22 -1.94
H 1.96 -0.42 -2.09
H 1.24 1.25 -2.03
H 1.29 0.06 2.32
H 2.58 -1.09 1.79
H 1.00 -1.78 2.12
H -1.24 -1.91 1.53
H -3.60 -1.47 1.33
H -4.41 0.34 -0.36
H -2.45 1.38 -1.80
*
```

E = -15048.548 eV
SMILES = CN(C)[C@](C)(C#N)c1ccccn1
Kohn-Sham gap = 9.27 eV
HOMO level = -0.3186 Eh
E_LUMO = 0.60 eV

Mulliken population analysis, charges in e, atoms 1 to 6: C -0.974; N -0.062; C -0.899; C 1.324; C -1.366; C -0.321

=====

Below is 40 unconnected molecules or ions with the total composition H80O40 in a non-equilibrium geometry, with properties calculated with wB97M-V/def2-TZVPD.

```
! wB97M-V def2-TZVPD RIJCOSX def2/J DEFGRID3
* xyz 0 1
H -5.38 -1.33 0.68
H -5.86 -2.38 1.60
O -5.12 -1.76 1.50
H -1.58 3.28 2.65
H -1.11 2.02 1.82
O -0.85 2.90 2.15
H 1.87 -0.16 -2.56
H 1.74 -1.67 -2.25
O 1.92 -1.04 -2.96
H -0.55 -1.13 -3.94
H -1.08 -1.29 -5.23
O -1.07 -1.79 -4.41
H 0.42 6.51 -1.88
H 1.63 6.22 -0.98
O 0.82 5.83 -1.32
H -1.09 3.13 -4.41
O -2.03 3.10 -4.66
H -2.17 -4.95 3.31
O -2.18 -4.10 2.87
H 2.32 -3.89 3.57
H 2.64 -3.97 2.03
O 2.96 -4.18 2.91
H -2.70 -0.12 2.96
H -2.70 1.36 3.22
O -2.57 0.73 2.50
H -0.14 -2.70 3.34
H 0.92 -1.55 3.07
O 0.58 -2.40 2.77
H 1.43 3.10 2.61
H 2.29 1.72 3.37
O 2.10 2.57 3.00
H -0.84 -0.71 0.01
O -0.34 -0.93 -0.77
H 2.53 -1.60 1.63
H 3.64 -2.29 2.40
O 3.33 -1.40 2.14
H 1.00 -0.35 -4.15
H 1.42 0.30 -5.57
O 0.90 0.41 -4.78
H -0.92 1.45 -0.41
H -1.34 2.77 -0.72
O -1.76 1.91 -0.56
H -4.90 2.69 0.24
H -5.41 3.91 0.83
O -5.65 3.28 0.15
H 5.02 -2.41 -2.23
H 4.31 -1.03 -2.11
O 5.08 -1.48 -2.47
H -3.93 2.89 1.84
H -3.93 4.39 1.79
O -3.62 3.65 2.32
H 2.19 0.42 -0.10
O 2.28 -0.49 -0.38
H -1.01 2.42 5.83
H -1.92 1.23 5.61
O -1.16 1.51 6.13
H -4.06 -4.92 0.39
O -3.66 -4.05 0.38
H 4.67 -0.68 1.26
H 5.65 -0.08 0.10
O 5.57 -0.55 0.93
H 0.12 2.07 -3.15
H 1.14 2.60 -2.35
O 0.79 1.71 -2.56
H 4.84 -0.97 -3.98
H 3.76 -1.44 -4.67
O 4.49 -0.84 -4.88
H 4.12 4.21 1.85
H 4.68 3.30 0.75
O 4.24 4.13 0.91
H -0.37 -1.96 6.23
H 1.12 -2.24 6.18
O 0.33 -2.25 5.63
H 2.64 3.22 0.04
H 2.46 1.97 0.83
O 2.05 2.45 0.10
H -0.43 -4.00 0.56
H -1.57 -4.71 -0.13
O -0.70 -4.88 0.26
H -3.31 -6.53 -2.42
H -3.05 -5.47 -1.32
O -3.71 -6.05 -1.69
H -4.40 -1.10 4.87
H -4.09 -0.88 3.32
O -3.78 -0.76 4.23
H -0.19 -0.01 2.68
H 0.13 1.21 1.79
O 0.32 0.28 1.92
H 3.36 -4.20 -0.81
O 3.37 -3.77 -1.66
H 5.85 1.67 2.50
H 4.62 2.08 3.33
O 5.37 2.43 2.85
H 1.38 -0.71 -0.01
H -2.33 2.55 -3.92
H -3.86 -3.43 1.09
H -1.72 -4.07 2.02
H -0.54 -1.68 -1.32
H 2.52 -4.00 -2.05
O -0.91 -5.16 -2.75
H -1.15 -4.47 -3.39
H -1.67 -5.21 -2.17
O 2.60 -3.03 -4.74
H 2.11 -3.83 -4.65
H 2.33 -2.17 -5.05
O -0.81 4.82 3.93
H -0.46 4.30 3.18
H 0.02 5.07 4.35
O -3.90 1.99 -2.33
H -3.73 1.60 -1.48
H -4.70 1.71 -2.79
O -2.96 -0.15 -4.33
H -3.12 0.75 -4.63
H -3.42 -0.30 -3.51
O -2.47 4.84 -0.91
H -3.00 5.53 -1.30
H -2.34 4.11 -1.51
O 2.89 2.68 -3.61
H 2.63 1.92 -3.08
H 3.81 2.76 -3.32
*
```

E = -83196.106 eV
Kohn-Sham gap = 8.62 eV
HOMO level = -0.3484 Eh
E_LUMO = -0.86 eV

Mulliken population analysis, charges in e, atoms 1 to 6: H 0.262; H 0.284; O -0.544; H 0.206; H 0.106; O -0.255